#a
C76H209N19O19 | ωB97M-V with the def2-TZVPD basis set

Geometry as ORCA input:
```
! RIJCOSX wB97M-V def2-TZVPD def2/J DEFGRID3
* xyz 0 1
O 2.3500 -3.7343 4.3714
O 1.3239 1.6152 -5.5938
O -3.5892 4.7016 -0.5692
O 1.2483 5.4731 3.7402
O 5.7438 2.0734 -1.2889
O -0.9446 -7.0625 -2.3552
O 0.0206 0.5223 3.7849
O -4.7350 -0.6347 -5.6439
O 7.3779 0.7784 3.1449
O 2.4449 -7.9545 2.4488
O -4.6548 0.4477 2.6942
O 2.2285 4.7310 -5.2809
O -3.0312 -4.8288 -5.6477
O -4.1810 -3.9919 3.6165
O -4.3273 10.1448 -1.9247
O 4.9767 -3.2279 -0.1958
O 0.7601 -1.5411 0.2186
O -2.1271 4.9850 -7.6696
O -1.5266 -4.1080 6.5514
N -0.1318 -3.5011 -2.6377
N -1.0341 -2.7106 -6.1109
N -0.1856 4.4435 0.9199
N 4.3514 -6.8884 -0.0950
N 9.8851 1.8558 5.5438
N -4.3760 2.8025 4.3830
N -2.9311 -6.7812 8.5600
N 1.7114 5.8231 -1.6708
N 0.9874 1.3726 0.5608
N -1.2207 2.8108 -4.9311
N 0.3015 -8.5972 0.7344
N -1.8531 -0.7641 -3.2715
N 0.1653 -0.3180 -8.5712
N -4.1557 7.4483 -1.6574
N 3.5230 -3.7019 6.8871
N -0.8202 3.6348 4.4482
N 2.6658 -0.7533 3.4176
N -7.5821 -2.7780 3.6520
N 3.8141 3.6151 0.1116
C -0.4045 -5.9199 -2.8839
C 0.2324 1.6805 -1.7582
C 5.7109 2.0228 0.1225
C 3.4536 -8.1165 3.4042
C 1.7246 4.7069 -3.9255
C -0.8948 -4.5693 -7.8665
C -3.0432 -3.9902 -6.7641
C 1.9671 -4.5038 3.2865
C 0.6578 -0.5561 -0.8436
C 4.2111 -2.2702 0.5414
C -2.0455 3.3703 -5.9538
C 5.1476 3.3709 0.6444
C 5.6048 -2.9249 5.7862
C -1.3824 0.3653 3.8909
C -3.7241 9.4101 -2.9392
C -2.4990 -6.7077 6.1366
C -4.0635 -0.4103 -2.6519
C -5.8523 4.0702 2.9261
C 8.4893 0.5353 3.9601
C 2.5792 5.8304 3.9177
C 9.5992 2.5521 3.2353
C -1.3960 -7.9021 2.3260
C -3.4364 3.8078 -5.4563
C 1.7382 5.8173 -6.0236
C -2.0943 -6.1680 7.5259
C -0.7795 -8.1698 -3.2018
C -4.7515 -0.2788 -6.9987
C -3.1769 -1.1023 -3.7260
C -3.0964 8.1749 -2.3901
C 0.6616 -0.0627 4.8670
C 2.6107 1.2665 -5.0069
C 4.1298 -3.0215 5.7597
C 3.7316 6.0925 -3.1510
C 0.1147 0.8023 -0.4684
C 1.3834 1.8179 -8.3816
C 4.2079 -5.4788 -0.4453
C -1.3095 4.5461 -6.5666
C -3.2298 -4.5053 2.7850
C -2.5341 7.3594 -3.4884
C -5.3568 2.6869 3.3671
C 3.7922 -3.6314 4.4699
C -6.2448 -3.0934 4.1509
C -0.8194 -4.7256 -2.1115
C 2.5728 1.5110 4.4465
C 8.8943 1.9307 4.4426
C 1.1875 0.4371 -7.8111
C 2.2218 0.0242 4.5527
C 0.4855 5.6718 4.9242
C -1.7409 5.3497 5.8769
C 5.9975 0.8211 -1.8555
C -2.0722 6.0547 1.2049
C -5.7252 10.3943 -2.0854
C -5.3759 -3.6135 3.0196
C -0.5293 -1.9691 0.7819
C -6.1754 -3.9532 5.4214
C -2.3502 -4.5155 -2.2844
C 5.0544 -4.5315 0.4090
C -1.9150 -2.8032 6.2070
C 2.7135 -5.1359 -0.3692
C -1.3414 5.6606 -8.6605
C -4.1115 4.1744 -1.7721
C -4.3373 -5.0778 -5.1817
C -3.4388 -0.4545 -5.0993
C 6.7253 -0.4764 2.6704
C 0.6404 0.6779 -6.3967
C -3.9066 -0.2555 1.7151
C -4.8923 1.8238 2.2515
C -1.6491 4.6440 0.9490
C 2.2045 5.8899 -3.0973
C 1.1065 -8.2857 2.9626
C -0.8736 5.0012 4.6727
C 5.1914 3.4416 2.1685
C 0.0802 -7.8418 1.9656
C -1.6852 -3.4467 -7.2574
C -2.2956 -4.7139 7.6182
C -2.2618 4.1692 -0.3976
H -1.1166 -9.0489 -2.6790
H -1.9559 6.2931 -9.3626
H -1.0672 3.5838 -4.2002
H -4.4879 9.1266 -3.7040
H -1.6579 -7.2163 3.1174
H 4.0570 6.1271 -4.1972
H -5.6984 -2.1276 4.2409
H 2.5195 6.4837 -6.1438
H -5.9871 11.4005 -1.6678
H 9.3178 0.1028 3.4374
H -2.9281 -5.4581 -2.0674
H -4.6240 0.8232 -7.0911
H -1.6473 -8.9104 2.4817
H -3.0688 -3.8454 1.8754
H -4.8014 -4.1705 -4.6853
H -1.7545 -0.3030 4.7534
H -1.8616 6.4293 5.8337
H 3.1131 3.2309 0.7585
H -0.6315 -2.6815 -2.4469
H -0.9207 0.7531 -0.1775
H -4.0217 4.0878 -6.3253
H 2.3646 -5.3438 0.6496
H -3.8768 6.6568 -1.1406
H 2.9693 6.0711 2.8849
H 2.2024 3.8129 -3.5089
H 2.6086 -5.3735 3.2734
H -1.2707 5.2624 6.8652
H 9.7545 3.6729 3.3687
H -1.1802 5.4845 3.7262
H -2.1991 3.0951 -0.4550
H 0.4251 0.4609 5.7921
H 6.0248 -2.2926 6.5805
H -4.2620 1.9558 4.8917
H -3.4704 -6.3055 5.9163
H -3.0922 -7.7630 8.3157
H -6.8745 -3.6585 6.1746
H 1.6776 -0.3907 -1.1200
H 5.9200 4.0422 0.1712
H -2.9794 -2.8486 5.8133
H -4.4922 -0.5303 0.8104
H -5.0845 -0.6023 -2.8656
H 2.5914 -3.8552 6.7205
H 1.2009 -8.4031 0.3813
H -1.8179 1.3789 3.9062
H 1.5325 5.4447 -6.9907
H -1.0700 -1.1891 1.2751
H 6.1701 3.1713 2.5827
H 5.0446 1.1902 0.4222
H 0.2184 4.7093 1.8000
H 2.4837 5.4655 -1.0691
H -3.0502 6.1684 1.6895
H -0.8028 4.8404 -9.2388
H -1.1998 -2.2930 5.5534
H -5.0923 -3.9666 5.7597
H 5.2872 0.0873 -1.4775
H -3.3133 4.2832 -2.4713
H -3.7829 -0.8813 -1.7598
H 0.6541 -0.2781 -5.8349
H -3.4121 3.0876 4.1530
H -6.3793 9.6559 -1.7070
H 0.0907 -4.2079 -8.1096
H 2.1354 2.3160 -7.7563
H -2.2367 6.3217 -3.1183
H -2.7058 -6.7113 9.5077
H 7.9794 2.5895 4.6952
H -4.6767 8.1524 -1.0968
H -6.4712 4.0312 2.0513
H -0.3520 4.2658 -6.9853
H -4.3388 3.1224 -1.7001
H -8.2097 -2.6534 4.3990
H 3.5236 -9.1526 3.8502
H -0.6775 -5.3694 -7.1553
H -0.5596 -4.9541 -1.0083
H 2.6991 1.6982 -3.9543
H 2.0748 2.0253 5.2564
H 2.3620 1.8917 3.4579
H -1.3749 -4.8877 -8.7723
H 0.9560 -7.7640 3.9263
H 2.1670 -3.8907 2.3806
H 0.3864 -1.1279 4.9186
H 3.2764 -7.4490 4.2796
H 4.0359 -4.5433 7.2012
H -0.9962 -6.4304 7.6293
H -4.9877 4.7536 2.6817
H 4.5394 -5.2952 -1.4680
H 0.9333 -4.8683 3.3567
H 1.7377 1.7307 -9.4144
H -0.1089 3.4143 3.7474
H -2.6643 4.8658 5.9557
H -0.2659 2.6789 -5.3270
H -0.2544 -2.8121 1.4255
H 2.1523 -5.7231 -1.0042
H -6.3639 4.5310 3.7748
H 3.5477 -2.0990 5.7977
H 0.3421 6.7566 5.1601
H -3.0605 10.1227 -3.4605
H -1.9215 -2.1608 7.0571
H 1.0238 -9.3808 3.0421
H 1.4377 6.7790 -1.4003
H 3.9242 7.0131 -2.5643
H -1.7077 4.5647 -1.2548
H 2.3378 -0.3484 2.5757
H -3.6791 -1.2416 2.1287
H 4.2918 -1.3379 0.0066
H -2.0501 6.6437 0.2688
H 0.3429 -8.2576 -3.3217
H -0.2983 1.2564 -2.5889
H -3.3904 -4.5074 7.4383
H -5.6406 1.8799 1.4388
H -1.1581 -0.9870 -3.9307
H -0.3305 -8.3387 -0.0109
H -2.0087 -2.7550 -8.1167
H 3.7423 -7.2091 0.6568
H -1.3930 6.5078 1.8663
H -3.9290 -0.8367 -7.5084
H -2.2366 -4.5042 3.2088
H 4.3790 -7.7999 2.9798
H 0.2583 5.0022 0.2181
H -2.5680 -4.2762 -3.3002
H -4.1172 -5.8413 -4.4120
H -2.9850 0.2304 1.3844
H -1.9225 -7.6473 1.4154
H -1.8581 0.2582 -3.3689
H 6.7989 -1.2055 3.4980
H -0.0084 -2.5428 -6.1011
H 7.1678 -0.7926 1.7329
H -3.9263 2.1571 1.9333
H 4.7883 -4.5219 1.4164
H -7.7885 -3.6611 3.1411
H -3.5868 -3.0371 -6.5461
H -3.2872 4.5695 -4.7075
H 6.6999 1.8548 0.5859
H 1.3097 2.0143 -2.0570
H 4.9696 4.4263 2.4306
H -2.2441 2.6311 -6.7232
H -2.3943 -7.7915 6.1395
H 0.2535 -6.7867 1.7552
H -3.3498 -2.1911 -3.6927
H -2.6823 -3.7384 -1.5686
H 2.6199 0.1805 -4.8643
H 4.2301 5.2471 -2.6576
H -4.9429 -5.3860 -6.0121
H -1.7988 -0.1057 2.9926
H -0.7305 0.0830 -8.4050
H -6.4390 -4.9800 5.2121
H 0.0905 -1.2411 -8.2974
H 4.1251 -3.0805 3.5735
H 3.4241 1.6914 -5.6094
H 10.5784 2.0361 3.0187
H 0.6743 4.6770 -3.9737
H -1.1671 -8.0247 -4.2263
H -6.1949 2.1156 3.8113
H -0.5932 6.4227 -8.2358
H -3.8144 2.9391 -4.9320
H -2.0362 3.9904 1.7243
H 9.5237 1.1984 6.2401
H 0.8476 0.9458 1.4876
H -0.6941 -5.8495 -3.9185
H -3.4495 -5.5005 2.4866
H 4.6784 -2.1933 1.5572
H -5.7696 -4.5628 2.5866
H 6.0221 -3.9314 5.8529
H -5.3350 -2.8381 2.2046
H 4.5195 2.7180 2.6097
H 0.0374 -0.9858 -1.6132
H 0.4535 2.3752 -8.2687
H -1.2245 -3.2791 -5.2911
H 5.3142 -7.2015 0.1048
H 2.6566 6.7669 4.4588
H 2.1338 -0.1041 -7.8207
H -0.7028 3.0409 5.3179
H 0.7880 -3.4975 -2.2238
H 10.0364 2.7729 5.9701
H 0.8785 6.2665 -5.5243
H 3.1364 -2.5857 0.5868
H -3.2091 7.3096 -4.3235
H -0.3836 1.0627 -6.5401
H 5.7134 -0.1991 2.5241
H 0.8636 5.0929 5.7144
H -2.6865 -0.9063 -5.7963
H 5.8657 0.9698 -2.8895
H 4.2618 -4.6062 4.3644
H -1.1867 -2.3462 -0.1257
H 2.7075 -0.3450 5.4654
H -1.7106 -6.3170 5.4050
H -3.5394 -4.5395 -7.6161
H 2.5260 -4.0711 -0.6387
H -5.0327 4.6887 -2.0247
H -3.7633 0.6759 -2.6540
H -5.6822 -0.6680 -7.4067
H 3.6979 3.2257 -0.8425
H 0.6955 2.3774 0.6278
H 8.2559 -0.1163 4.8424
H 2.3313 -1.6878 3.5583
H 8.9706 2.4550 2.3241
H -1.6321 7.8749 -3.9726
H 1.6981 6.7288 -3.5829
H -0.3107 2.6025 -1.5384
H 5.9883 -2.5082 4.8421
H -1.1659 5.2893 -5.7639
H -3.1917 0.6082 -4.9461
H 0.7025 -5.9261 -2.9185
H 6.0771 -4.8593 0.3105
H 3.6515 1.6271 4.6010
H -2.3702 8.4360 -1.6729
H -5.8997 10.4341 -3.2110
H 3.2641 5.1653 4.4718
H 7.0057 0.4030 -1.7244
H -1.9732 -4.3542 8.5924
*
```

Calculated values
Gap between HOMO and LUMO   9.2870 eV

***

#b
C76H209N19O19 | ωB97M-V with the def2-TZVPD basis set

Geometry as ORCA input:
```
! RIJCOSX wB97M-V def2-TZVPD def2/J DEFGRID3
* xyz 0 1
O 18.4548 -13.5366 12.9384
O 24.1092 -18.2794 17.5402
O 25.5927 -21.8550 10.3867
O 31.0502 -23.8308 18.3398
O 17.1653 -18.2449 7.5854
O 19.7068 -24.1859 19.1495
O 25.0267 -15.1546 15.1722
O 21.5389 -30.0946 13.9501
O 24.4955 -25.5562 13.8319
O 17.4591 -29.6255 14.5793
O 15.3626 -24.6094 10.1197
O 19.5984 -22.2215 9.5416
O 14.5563 -19.9138 10.9598
O 29.8459 -23.8607 14.8462
O 17.8120 -22.3475 15.3539
O 23.9949 -24.3459 20.5736
O 23.0805 -16.6068 11.0149
O 28.0131 -19.6436 15.0822
O 20.7762 -21.1093 12.8845
N 22.2644 -15.0422 8.6692
N 26.2756 -23.9053 18.5686
N 33.4661 -24.5608 14.5231
N 19.0766 -24.5457 6.7345
N 30.1938 -26.7625 18.6127
N 25.1998 -22.0580 15.9949
N 21.1383 -30.1058 10.9441
N 15.1334 -20.1242 8.1402
N 16.7633 -18.6378 4.6018
N 15.9106 -25.8052 12.8653
N 20.7076 -25.4770 15.8385
N 23.4752 -12.7015 15.3672
N 18.2318 -26.9385 14.6976
N 16.0398 -15.4607 14.8155
N 20.7692 -20.0013 17.6031
N 22.8514 -23.5149 14.7228
N 16.9599 -21.2071 17.7467
N 25.8473 -24.6712 10.4049
N 21.9789 -20.9064 10.2115
C 21.8377 -19.0954 17.1569
C 31.0157 -24.5171 14.3856
C 17.3482 -19.4455 16.2305
C 22.3511 -22.8327 13.5070
C 21.6170 -23.9716 12.7286
C 16.4685 -26.2812 11.6159
C 21.9271 -25.7772 17.8426
C 32.2609 -24.0719 15.1951
C 19.2230 -24.1796 8.1598
C 25.1020 -25.9724 15.0482
C 20.8431 -30.3539 15.1204
C 22.5752 -14.0898 13.6727
C 21.1390 -17.7359 17.1500
C 17.8612 -23.4803 14.4442
C 18.6535 -22.4340 10.5507
C 25.2364 -18.3179 18.4117
C 21.7246 -16.4072 10.6307
C 28.8010 -20.3055 14.1574
C 15.4613 -16.9549 5.4292
C 20.4321 -24.9063 8.7490
C 18.4583 -12.4178 12.1550
C 24.4086 -21.0871 10.5805
C 29.6908 -24.3230 18.3396
C 23.3361 -17.7451 11.8996
C 20.7719 -29.2245 13.1616
C 17.7652 -17.4146 6.5259
C 21.4229 -21.7368 13.9676
C 22.7738 -24.0281 21.2344
C 14.1340 -18.9499 10.0856
C 18.0232 -16.2265 13.5882
C 24.9586 -25.1610 11.4385
C 14.8928 -24.2989 8.8258
C 23.1086 -21.8308 10.1888
C 16.5798 -26.3709 16.5311
C 16.4525 -20.6735 16.4933
C 23.1081 -19.2316 18.0333
C 19.2866 -22.6501 8.2040
C 19.8797 -20.1091 13.2686
C 25.1368 -20.2261 14.5284
C 25.4655 -25.0704 12.8540
C 27.2143 -20.4256 15.9536
C 15.4985 -19.5453 11.9259
C 24.5857 -26.6710 11.0910
C 20.5261 -25.5880 17.3221
C 16.9397 -17.3393 5.2332
C 25.7760 -16.2142 15.6213
C 26.0686 -21.1801 15.2010
C 16.6943 -28.6512 15.4081
C 21.1191 -27.7121 11.1031
C 22.8024 -14.0159 15.1936
C 21.4581 -29.0242 11.8430
C 31.1564 -22.5546 18.9391
C 28.6346 -24.2478 14.2109
C 23.6354 -15.2251 15.6609
C 18.1299 -18.7184 8.4866
C 16.7040 -30.6581 14.0216
C 27.0004 -22.1417 19.8642
C 12.9475 -20.7320 8.5947
C 13.9645 -19.5829 8.6830
C 20.1846 -14.6067 9.6834
C 28.1059 -26.3152 17.4849
C 17.3333 -15.0188 14.3068
C 17.5133 -27.4311 15.8743
C 15.5811 -25.9617 10.4097
C 23.0439 -22.3898 8.7968
C 29.5346 -25.7703 17.7540
C 24.6809 -23.0945 20.1458
C 17.1859 -13.8150 13.3857
C 32.3807 -22.5394 15.2297
C 16.4744 -21.8109 15.4282
C 21.6648 -15.0224 9.9843
C 19.9391 -24.2152 17.7667
C 16.7107 -27.8009 11.6665
C 26.1778 -23.3319 19.8483
C 26.7601 -21.2059 10.7170
C 19.1011 -22.9728 19.6438
H 27.6049 -26.4764 18.4394
H 19.0692 -16.0976 13.3100
H 19.7171 -22.1416 19.3007
H 19.8074 -26.3765 17.5452
H 22.9414 -22.7229 10.7923
H 20.3739 -17.6334 16.3805
H 17.7333 -12.5659 11.3547
H 18.0988 -22.8575 19.2314
H 17.5442 -16.3543 12.6175
H 32.1997 -22.2813 19.0968
H 21.4371 -31.0312 15.7341
H 15.1431 -18.8342 12.6717
H 23.0556 -17.4977 12.9234
H 25.7246 -19.7317 13.7550
H 15.3658 -24.8102 7.9875
H 17.4375 -31.3372 13.5870
H 21.1135 -25.1188 7.9252
H 12.8434 -20.9377 7.5293
H 28.4479 -25.3138 14.3406
H 23.2960 -21.5833 8.1082
H 18.5717 -27.7537 14.2077
H 28.2588 -27.2877 17.0170
H 15.4712 -20.1990 16.4934
H 15.7997 -20.4118 12.5145
H 25.8318 -23.6621 10.3670
H 16.3396 -21.8995 18.1416
H 25.3242 -17.1965 15.4834
H 20.0867 -13.6406 9.1883
H 30.9782 -26.2697 19.0152
H 22.0382 -22.7474 8.5758
H 16.9334 -18.8123 15.4463
H 29.6362 -27.0070 19.4186
H 16.7733 -12.9887 13.9646
H 19.0088 -24.1362 17.2042
H 22.7864 -23.0214 21.6519
H 17.6698 -19.4669 9.1317
H 22.2062 -19.3961 16.1761
H 33.4920 -24.0356 13.6608
H 20.4188 -19.3092 13.7763
H 18.4557 -17.9493 9.1870
H 21.2556 -23.5093 11.8101
H 24.6338 -22.3548 20.9450
H 17.4255 -25.7820 11.4635
H 15.8783 -28.4154 14.7250
H 23.6815 -23.2670 8.6876
H 22.5246 -28.8837 12.0185
H 15.8381 -28.4172 11.8830
H 15.9598 -26.6990 17.3654
H 20.4805 -23.3188 17.4641
H 19.0338 -23.1695 20.7138
H 24.8407 -22.8091 15.4231
H 20.0447 -27.5345 11.0555
H 20.7568 -24.3990 13.2438
H 17.4547 -16.6358 4.5791
H 21.7736 -30.1191 10.1590
H 23.1339 -22.3208 12.9472
H 22.3416 -26.7396 17.5423
H 23.6891 -12.4346 16.3175
H 24.5449 -20.1701 10.0073
H 21.3732 -30.9656 11.4191
H 22.2968 -24.7971 12.5175
H 17.3895 -28.0013 12.4955
H 25.7839 -26.8137 14.9245
H 31.2128 -24.3205 13.3318
H 26.9851 -20.5629 9.8661
H 19.0003 -19.1988 8.0398
H 26.5945 -21.8016 14.4763
H 20.0902 -25.8321 9.2116
H 17.6768 -22.1751 10.1418
H 21.3758 -17.1993 9.9681
H 13.2479 -18.4663 10.4969
H 16.0662 -30.2255 13.2508
H 23.4480 -14.2756 13.0469
H 23.2296 -15.3298 8.7452
H 20.8900 -24.3257 9.5498
H 23.4735 -24.2657 14.4592
H 21.8844 -25.7162 18.9301
H 15.4224 -20.8246 8.8080
H 21.6085 -27.7511 10.1299
H 29.1217 -23.7615 17.5986
H 24.2516 -20.6569 14.0605
H 32.3035 -24.4785 16.2056
H 25.7684 -24.0465 13.0731
H 25.3780 -19.3057 18.8504
H 15.8316 -19.3995 8.0538
H 21.9285 -21.0484 14.6448
H 16.3835 -19.0628 11.5111
H 13.2499 -21.6584 9.0828
H 28.5344 -23.9665 13.1626
H 16.1028 -31.1573 14.7815
H 20.6383 -28.2092 13.5350
H 26.0174 -23.2360 17.8576
H 21.7946 -20.4901 11.1130
H 24.4024 -17.9710 11.8906
H 18.3058 -24.4237 8.6958
H 27.8198 -21.1529 16.4944
H 26.8778 -21.5002 18.9915
H 30.7098 -21.7702 18.3280
H 26.0813 -18.0532 17.7760
H 13.5576 -18.7852 8.0616
H 25.5315 -25.0204 9.5114
H 24.3846 -12.9039 14.9772
H 27.6511 -21.8273 10.8068
H 22.0688 -13.2013 13.2954
H 14.9815 -26.1680 13.0241
H 26.6462 -20.5745 11.5981
H 11.9973 -20.4385 9.0408
H 17.8675 -16.3768 6.8429
H 31.5638 -22.0779 15.7843
H 33.3350 -25.5218 14.2411
H 29.5046 -19.6629 13.6281
H 14.8167 -16.7692 4.5700
H 17.6789 -19.0640 4.6015
H 21.2486 -26.2924 15.5884
H 15.7589 -22.5881 15.6969
H 18.1642 -24.1710 6.5175
H 26.4316 -25.5711 12.9174
H 18.7230 -23.4582 10.9172
H 17.7958 -21.6953 17.4585
H 21.9518 -14.9687 13.5082
H 16.3373 -19.1984 5.3259
H 26.7330 -16.2274 15.0999
H 14.5881 -26.4052 10.4819
H 17.3996 -23.2020 13.4968
H 24.4413 -20.8468 11.6431
H 28.2032 -20.7850 13.3823
H 23.7533 -27.0348 11.6934
H 18.1515 -17.1526 14.1487
H 26.8547 -21.5557 20.7717
H 27.7569 -23.7606 14.6355
H 32.4035 -22.1209 14.2234
H 15.7948 -24.8031 12.9151
H 17.7070 -26.4787 13.9673
H 22.2615 -14.3532 10.6042
H 29.4693 -21.0423 14.6031
H 18.3034 -19.7948 15.8385
H 20.6318 -22.1601 14.5866
H 24.8511 -19.4972 15.2868
H 19.2285 -20.4516 14.0729
H 22.6856 -24.7239 22.0688
H 24.0328 -24.5978 11.3209
H 17.1322 -24.1510 14.8990
H 19.8916 -19.7203 17.1895
H 18.3661 -22.2635 7.7667
H 19.4882 -12.2526 11.8384
H 22.6618 -25.0632 17.4705
H 29.2212 -24.2484 19.3204
H 19.7524 -24.0176 6.2011
H 23.6535 -15.2975 16.7483
H 17.2754 -25.5840 16.8227
H 15.4333 -15.7240 14.0520
H 27.5092 -25.6857 16.8247
H 26.6306 -23.9854 20.5940
H 20.6069 -29.4497 15.6814
H 21.8862 -16.9968 16.8610
H 15.4633 -16.0016 5.9577
H 25.6140 -25.1453 15.5399
H 28.0437 -22.4570 19.8482
H 25.4617 -24.5034 18.5691
H 24.1599 -22.6127 19.3185
H 19.2598 -19.6585 12.4935
H 18.8410 -21.7545 11.3822
H 24.3539 -21.5167 16.1017
H 21.7954 -13.9406 15.6041
H 19.8801 -30.8206 14.9132
H 23.4932 -20.2419 17.8949
H 18.7839 -17.7127 6.2779
H 21.1932 -16.4814 11.5795
H 18.1586 -27.8130 16.6654
H 19.7681 -29.6221 13.0120
H 16.0764 -21.4414 14.4832
H 19.7843 -25.6349 15.4609
H 15.8661 -25.9646 15.8144
H 13.8062 -24.3847 8.8227
H 16.2026 -29.1189 16.2610
H 23.2639 -16.2019 15.3510
H 14.9546 -17.5864 6.1589
H 16.4323 -13.9223 12.6055
H 22.8135 -18.6694 11.6532
H 21.5186 -26.8313 11.6057
H 25.1569 -17.6208 19.2459
H 20.7105 -17.3867 18.0894
H 21.8876 -24.1513 20.6119
H 20.0263 -22.2144 7.5324
H 30.9351 -25.6010 14.4685
H 33.3272 -22.3603 15.7397
H 24.3808 -26.7799 10.0260
H 18.1867 -11.5290 12.7245
H 18.0187 -14.6383 15.0641
H 18.8575 -23.9107 14.3434
H 19.6370 -15.3110 9.0571
H 17.1625 -28.1355 10.7326
H 25.4185 -27.3420 11.3014
H 15.0554 -23.2371 8.6403
H 19.6713 -14.3693 10.6152
H 16.1407 -26.5043 9.6478
H 17.5119 -18.8246 17.1113
H 22.9487 -19.1192 19.1057
H 24.3118 -26.3471 15.6989
H 21.1286 -21.2491 9.7876
H 20.6164 -19.7768 18.5759
H 14.8830 -18.1600 10.1410
H 15.4534 -14.8358 15.3499
H 30.0782 -25.8712 16.8147
H 30.6894 -22.4583 19.9192
H 26.7187 -19.8308 16.7208
H 22.1527 -23.8097 15.3900
H 25.9524 -16.1037 16.6913
H 21.9671 -15.7338 7.9958
*
```

Calculated values
Gap between HOMO and LUMO   8.5707 eV

***

Question: of the structures shown, which is the least stable? Reply: #b.